[1]
{
  "formula": "H36O18",
  "method": "ωB97M-V/def2-TZVPD",
  "species": ["O", "H", "H", "O", "H", "H", "O", "H", "H", "O", "H", "H", "O", "H", "H", "O", "H", "H", "O", "H", "H", "O", "H", "H", "O", "H", "H", "O", "H", "H", "O", "H", "H", "O", "H", "H", "O", "H", "H", "O", "H", "H", "O", "H", "H", "O", "H", "H", "O", "H", "H", "O", "H", "H"],
  "coordinates": [[-8.9160, -5.4790, -6.6270], [-8.2600, -4.8390, -6.3050], [-9.7920, -5.3210, -6.2290], [-14.9200, -5.9590, -7.1140], [-14.0280, -6.2450, -6.9300], [-14.8570, -5.0140, -6.9290], [-12.6370, -7.2510, -10.2960], [-12.7400, -6.9930, -11.2380], [-12.7910, -8.2020, -10.4200], [-10.3160, -4.8510, -12.0270], [-9.9380, -5.1240, -11.2270], [-10.0710, -5.5670, -12.6050], [-15.3980, -7.2610, -9.5930], [-15.4900, -6.6200, -8.8920], [-14.4660, -7.3200, -9.7190], [-13.0160, -8.1940, -7.2430], [-12.4110, -8.5780, -7.9010], [-13.9000, -8.5380, -7.2870], [-10.8890, -3.4440, -6.5850], [-10.3890, -3.4210, -5.7720], [-10.4760, -2.8940, -7.2180], [-13.0020, -1.6800, -8.1790], [-13.8260, -1.8410, -8.6990], [-12.4010, -2.0930, -8.8080], [-9.1980, -2.0170, -8.0770], [-9.0660, -2.8950, -8.5700], [-9.2650, -1.3380, -8.7370], [-9.3180, -4.6340, -9.1300], [-9.3620, -4.9390, -8.2140], [-8.4250, -4.6890, -9.4110], [-9.5150, -7.2740, -10.7310], [-9.5740, -8.1850, -11.0400], [-9.8140, -7.3030, -9.7870], [-10.2570, -7.8950, -8.0790], [-10.1640, -7.2300, -7.4250], [-9.8310, -8.7020, -7.8030], [-11.5130, -2.7670, -10.1270], [-11.2060, -3.4850, -10.6620], [-12.2120, -2.3750, -10.6960], [-13.1400, -4.8860, -12.1510], [-12.1860, -5.0480, -12.0500], [-13.4510, -4.8360, -11.2520], [-14.2140, -4.3600, -9.7760], [-13.5220, -4.7220, -9.2050], [-15.0050, -4.3580, -9.2080], [-14.4340, -3.4620, -6.5860], [-15.1720, -2.9880, -6.9300], [-13.6560, -3.2270, -7.1210], [-11.5700, -6.1970, -5.5930], [-12.2660, -5.9530, -5.0220], [-11.5830, -5.4830, -6.2040], [-12.0740, -5.3620, -8.4610], [-12.2220, -6.0780, -9.0910], [-11.2950, -4.8540, -8.6650]],
  "forces_ev_per_a": [[0.22, -0.27, -0.11], [-0.64, -0.24, 0.11], [0.68, 0.16, 0.38], [-0.59, -0.44, -0.19], [0.62, -0.62, -0.13], [-0.05, 0.45, 0.31], [-0.22, -1.03, -1.63], [0.01, 0.75, 0.55], [0.22, 0.07, 0.69], [-0.83, 1.08, -1.54], [0.95, -0.81, 2.20], [0.07, -0.38, -0.51], [-1.31, -0.64, -0.42], [0.01, 0.23, 0.71], [0.99, 0.21, -0.16], [0.95, 0.37, 0.17], [-0.67, 0.16, 0.39], [-0.47, -0.53, -0.54], [-1.61, -1.94, 1.29], [0.16, 0.55, 0.17], [1.04, 1.63, -1.02], [-1.49, -0.19, -0.78], [0.53, 0.46, 0.73], [0.86, -0.23, 0.21], [0.64, -1.97, -0.19], [-0.42, 1.73, 0.51], [-0.18, 0.38, -0.55], [-1.43, 0.75, -0.58], [0.59, -0.45, 0.59], [1.36, -0.43, -0.34], [-0.05, -0.04, 0.53], [0.01, 0.14, 0.10], [0.21, -0.19, -0.74], [-0.52, -0.81, -1.79], [0.16, 0.68, 1.35], [0.34, -0.07, 0.48], [-0.83, 1.23, -0.44], [0.46, -0.80, -0.56], [0.57, -0.38, 0.35], [0.95, -0.62, -0.78], [-0.12, 0.35, -0.35], [-0.93, 0.26, 0.64], [-0.95, 0.67, 0.52], [0.34, 0.08, 0.46], [0.38, -0.26, -0.56], [0.73, -0.61, 0.60], [-0.65, 0.84, -0.35], [-0.06, 0.49, 0.10], [1.50, -0.91, 0.01], [-1.28, 0.11, 1.34], [-0.39, 1.10, -1.47], [-0.65, 0.11, 0.97], [0.55, -0.38, -0.16], [0.23, 0.16, -0.58]],
  "gap_ha": 0.367,
  "lumo_energy_ev": -0.2,
  "total_energy_ha": -1375.92797,
  "charge": 0,
  "de_lowest_kj_mol": 154.8
}

---

[2]
{
  "formula": "C4H15NO3",
  "method": "ωB97M-V/def2-TZVPD",
  "species": ["C", "N", "C", "C", "C", "O", "H", "H", "H", "H", "H", "H", "H", "H", "H", "H", "H", "H", "H", "O", "H", "H", "O"],
  "coordinates": [[1.8896, -0.1876, -0.8137], [0.8988, -0.2831, 0.2448], [-1.1381, -0.5900, -0.9914], [-0.2215, -1.2398, 0.1051], [-1.0872, -1.2063, 1.3618], [-0.4468, -1.6105, 2.5662], [1.5429, 0.0805, -1.8229], [2.3621, -1.1668, -0.9781], [2.5988, 0.6109, -0.5917], [1.2967, -0.3280, 1.1720], [-2.0459, -0.1154, -0.6237], [-1.3027, -1.3871, -1.7352], [-0.4929, 0.1570, -1.4558], [0.2217, -2.2104, -0.1545], [-1.3992, -0.1810, 1.5894], [-1.9697, -1.8108, 1.1505], [0.0171, -2.4548, 2.4618], [0.3649, 2.5665, 2.2301], [0.8877, 1.2224, 1.9339], [0.5873, 1.7577, 2.6833], [-0.4299, 3.4502, -2.9371], [-1.0227, 2.0201, -2.8881], [-1.1111, 2.9064, -2.5070]],
  "forces_ev_per_a": [[0.09, -0.58, -0.15], [-0.61, 0.50, 0.59], [1.46, -1.59, -0.57], [-0.01, 2.74, -0.12], [0.65, -0.36, 0.15], [0.41, -0.44, 0.30], [-0.71, 0.11, 0.44], [0.53, 0.10, 0.08], [0.19, -0.31, 0.24], [0.41, -0.49, -0.21], [0.02, -0.23, 0.05], [-0.61, 0.58, -0.01], [-0.56, 0.06, -0.23], [-0.66, -0.32, 0.00], [0.07, -0.15, -0.39], [-0.21, -0.13, 0.13], [-0.30, 0.29, -0.21], [-0.23, 0.60, -0.11], [-0.24, -0.05, 0.05], [0.28, -0.32, -0.03], [0.03, -0.26, -0.05], [0.26, -0.07, -0.20], [-0.25, 0.34, 0.26]],
  "gap_ha": [0.078, 0.322],
  "s2": 0.75,
  "lumo_energy_ev": [3.1, 3.0],
  "total_energy_ha": -441.79491,
  "multiplicity": 2,
  "charge": -1,
  "de_lowest_kj_mol": 138.7
}